(1)
Molecular formula: C4H5FOS
Method: DFT, wB97M-V/def2-TZVPD

Last column: Löwdin charge in e.
Geometry (Å):
C 1.3530 0.4214 -0.3411  -0.15
C 0.5728 1.0176 0.7199  -0.84
S 1.0558 2.4661 1.3358  0.73
O -0.5127 0.3315 1.2335  -0.07
C -1.0398 -0.8059 0.6652  -0.12
C -1.5955 -0.9383 -0.5426  -0.08
F -1.6645 0.1883 -1.3315  -0.01
H 1.7619 -0.5758 -0.1011  0.10
H 2.2565 1.0390 -0.5849  0.09
H 0.8560 0.3347 -1.3156  0.09
H -1.0812 -1.7118 1.3445  0.15
H -1.9623 -1.7668 -1.0821  0.11

Summary:
Highest occupied orbital energy (eV): -8.76
Multiplicity: 1
Energy relative to the best compared isomer or geometry (same formula, charge and spin) (eV): 1.370

***

(2)
Molecular formula: C44H33ClO3PSSbTa
Method: DFT, wB97M-V/def2-TZVPD

Last column: Löwdin charge in e.
Geometry (Å):
Ta 0.1086 -12.2537 19.1008  1.43
Cl 3.6898 -7.1366 15.7504  0.78
C 2.9951 -8.5633 16.3791  -0.64
C 2.6303 -9.4917 15.3493  0.00
C 1.9926 -10.6422 15.7736  0.03
C 1.7305 -10.9030 17.1078  -0.23
O 1.2129 -12.0234 17.5812  -0.19
C 2.2518 -9.9003 18.1488  -0.13
C 2.2456 -10.1970 19.4761  -0.10
O 1.5006 -11.1348 19.9568  -0.19
C 2.8938 -8.7390 17.7139  -0.04
H 3.0814 -9.2639 14.4007  0.12
H 1.8021 -11.3375 14.9770  0.13
H 2.9540 -9.6822 20.1857  0.18
H 3.1218 -7.9995 18.4213  0.12
O -1.0878 -10.0070 17.5389  -0.25
C -1.3089 -10.8614 18.6821  -0.26
C -2.6323 -10.5436 19.2960  -0.23
C -3.0348 -10.9899 20.5520  -0.03
C -4.2739 -10.5682 21.0122  -0.01
C -5.1247 -9.7121 20.2398  -0.01
C -4.5509 -9.1092 19.1328  -0.05
C -3.3676 -9.5648 18.6124  -0.24
P -2.3377 -9.0062 17.2894  1.04
C -1.7685 -7.3315 17.6271  -0.26
C -2.5189 -6.1513 17.3404  -0.04
C -1.9847 -4.9109 17.5760  -0.05
C -0.8023 -4.8132 18.2465  -0.04
C -0.0496 -5.9335 18.6271  -0.03
C -0.5602 -7.2207 18.3366  -0.06
C -3.0668 -9.2669 15.6941  -0.29
C -4.0330 -10.2150 15.4088  -0.07
C -4.5101 -10.3345 14.1309  -0.06
C -4.0171 -9.5604 13.0853  0.00
C -2.9041 -8.7182 13.3807  -0.04
C -2.4429 -8.4928 14.6599  -0.06
H -2.5387 -11.5956 21.2032  0.05
H -4.5395 -10.7560 22.0600  0.13
H -6.1058 -9.3161 20.5816  0.14
H -5.1770 -8.3224 18.6455  0.14
H -3.5018 -6.1787 16.9233  0.11
H -2.5250 -4.0296 17.3023  0.13
H -0.3793 -3.8827 18.4647  0.11
H 0.9073 -5.8094 19.1233  0.11
H 0.0711 -8.1114 18.5718  0.10
H -4.3276 -10.9025 16.2904  0.15
H -5.3768 -10.9264 13.9351  0.12
H -4.4663 -9.6222 12.0801  0.14
H -2.5147 -8.2360 12.5197  0.11
H -1.5477 -7.8921 14.8789  0.12
S -0.8504 -13.9622 20.4804  0.17
Sb 0.8379 -15.6608 20.4849  1.47
C 2.5553 -14.5813 20.7107  -0.40
C 2.4685 -13.5031 21.6138  -0.15
C 3.5453 -12.6080 21.6580  -0.09
C 4.6652 -12.7497 20.8759  -0.04
C 4.6819 -13.8226 19.9593  -0.06
C 3.6426 -14.7003 19.8413  -0.11
C 0.5310 -16.9399 22.0554  -0.38
C 1.6425 -17.3595 22.7461  -0.10
C 1.4439 -18.0929 23.9262  -0.02
C 0.1513 -18.2431 24.4418  -0.02
C -0.9559 -17.7964 23.7215  -0.06
C -0.7717 -17.0526 22.5924  -0.12
C 0.6560 -16.4754 18.5556  -0.36
C 0.6102 -15.5879 17.4825  -0.17
C 0.7665 -16.0184 16.2184  -0.06
C 0.9100 -17.3793 16.0085  -0.03
C 1.1222 -18.2190 17.0846  -0.04
C 0.9112 -17.8145 18.3929  -0.09
H 1.7191 -13.3379 22.3745  0.11
H 3.4975 -11.7112 22.2778  0.12
H 5.5190 -12.0411 20.8567  0.14
H 5.4611 -13.8376 19.1894  0.13
H 3.6810 -15.5010 19.0664  0.13
H 2.5734 -17.2502 22.3194  0.08
H 2.2889 -18.4010 24.4603  0.10
H 0.0507 -18.9178 25.2974  0.13
H -1.9754 -17.7666 24.1761  0.14
H -1.6104 -16.6174 22.0781  0.09
H 0.1854 -14.6561 17.6447  0.02
H 0.5329 -15.3739 15.3486  0.14
H 0.8801 -17.7629 14.9901  0.13
H 1.3539 -19.2826 16.9253  0.14
H 0.9605 -18.4551 19.2715  0.12

Summary:
Highest occupied orbital energy (alpha / beta) (eV): -15.59 / -15.59
Multiplicity: 1
Energy relative to the best compared isomer or geometry (same formula, charge and spin) (eV): 1.755
Net charge: +3

***

(3)
Molecular formula: C6Cl5RhSe2Te2
Method: DFT, wB97M-V/def2-TZVPD

Last column: Löwdin charge in e.
Geometry (Å):
Rh -0.7175 1.6997 -1.1217  -0.23
Cl -2.5399 -0.0520 -0.5761  0.72
C -1.0748 -0.6901 0.1454  -0.67
C -0.0011 0.1489 -0.0706  -0.39
C 1.2125 -0.2586 0.4541  -0.69
Cl 2.6121 0.7472 0.2147  0.60
C 1.3318 -1.4554 1.1639  -0.70
Cl 2.8560 -1.9309 1.8015  0.69
C 0.2141 -2.2686 1.3554  -0.70
Cl 0.3528 -3.7455 2.2229  0.69
C -1.0230 -1.8812 0.8360  -0.71
Cl -2.4296 -2.8422 1.0404  0.71
Se -1.6089 4.1953 -0.8946  -0.09
Te 0.5885 3.6509 -0.2133  0.44
Te 1.1824 2.1427 -2.7167  0.44
Se -0.9556 2.5399 -3.6413  -0.09

Summary:
Highest occupied orbital energy (eV): -7.81
Multiplicity: 1
Energy relative to the best compared isomer or geometry (same formula, charge and spin) (eV): 0.314

***

Copy entry 3 word for word.
Molecular formula: C6Cl5RhSe2Te2
Method: DFT, wB97M-V/def2-TZVPD

Last column: Löwdin charge in e.
Geometry (Å):
Rh -0.7175 1.6997 -1.1217  -0.23
Cl -2.5399 -0.0520 -0.5761  0.72
C -1.0748 -0.6901 0.1454  -0.67
C -0.0011 0.1489 -0.0706  -0.39
C 1.2125 -0.2586 0.4541  -0.69
Cl 2.6121 0.7472 0.2147  0.60
C 1.3318 -1.4554 1.1639  -0.70
Cl 2.8560 -1.9309 1.8015  0.69
C 0.2141 -2.2686 1.3554  -0.70
Cl 0.3528 -3.7455 2.2229  0.69
C -1.0230 -1.8812 0.8360  -0.71
Cl -2.4296 -2.8422 1.0404  0.71
Se -1.6089 4.1953 -0.8946  -0.09
Te 0.5885 3.6509 -0.2133  0.44
Te 1.1824 2.1427 -2.7167  0.44
Se -0.9556 2.5399 -3.6413  -0.09

Summary:
Highest occupied orbital energy (eV): -7.81
Multiplicity: 1
Energy relative to the best compared isomer or geometry (same formula, charge and spin) (eV): 0.314

***

Among the records above, which one has the highest energy relative to the best compared isomer or geometry (same formula, charge and spin)? C44H33ClO3PSSbTa

***

Which value of energy relative to the best compared isomer or geometry (same formula, charge and spin) does entry 1 give? 1.370 eV